DFT (wB97M-V/def2-TZVPD) results for a molecular structure, C40H113CrCuN7O17P in a non-equilibrium geometry.

The geometry in XYZ format:
```
180
Properties=species:S:1:pos:R:3:forces:R:3
Cr -7.56044 -20.29366 -0.03315 -3.005 -0.268 3.085
Cu -6.95777 -18.18861 -3.86904 -0.230 -0.606 -0.756
P -6.58506 -20.29790 -2.10949 1.233 1.427 -2.426
O -7.23723 -18.98956 -1.61587 -0.546 2.758 -3.079
O -6.06344 -20.28329 -3.55876 -1.322 0.229 1.663
O -7.68557 -21.27948 -1.81131 -1.720 -1.840 -0.632
O -5.68720 -20.44933 -0.89408 3.247 -1.538 0.170
C -5.95826 -22.98016 -7.42575 1.116 -1.149 -0.441
C -5.44591 -22.21779 -6.21534 -0.343 0.122 -0.573
O -6.40090 -21.21253 -6.09257 -1.312 1.135 0.051
H -5.90095 -22.38382 -8.33636 -0.375 0.511 0.235
H -6.96531 -23.37120 -7.28071 -0.028 0.314 0.117
H -5.34983 -23.83359 -7.72506 0.252 -0.270 0.420
H -4.49823 -21.69771 -6.35511 0.463 -0.557 -0.263
H -5.40597 -22.73953 -5.25916 0.149 -0.674 -0.187
H -6.50438 -20.99486 -5.16331 0.249 0.275 0.711
C -8.43718 -14.77643 -1.74221 0.220 1.792 0.257
C -7.25206 -15.59241 -1.31308 -1.309 -2.033 -0.510
O -7.83353 -16.74207 -0.65291 0.082 1.698 1.106
H -9.18155 -15.31649 -2.32731 0.203 -0.243 0.232
H -8.13231 -13.90113 -2.31582 0.225 -0.002 -0.390
H -8.88508 -14.29857 -0.87092 -0.411 -0.395 0.162
H -6.50594 -15.09122 -0.69647 -0.164 0.171 0.097
H -6.77611 -15.97174 -2.21734 0.529 0.055 -0.190
H -7.49338 -17.56719 -1.00656 0.402 -0.542 -0.501
C -6.17386 -25.56018 -0.90024 -0.723 0.310 0.231
C -6.33424 -24.16871 -1.53617 -0.307 -1.674 -0.243
O -7.71136 -23.75461 -1.47408 1.144 -1.872 0.300
H -5.15225 -25.93983 -0.88342 0.102 0.380 0.120
H -6.75684 -26.32468 -1.41381 -0.156 0.188 -0.264
H -6.59403 -25.50889 0.10421 0.262 -0.176 0.218
H -6.04180 -24.31960 -2.57531 0.164 0.564 -0.276
H -5.66712 -23.46328 -1.04079 0.016 0.238 -0.055
H -7.67585 -22.84823 -1.78841 -0.361 1.068 -0.130
C -9.93792 -23.91875 -4.38423 0.947 -0.384 -0.942
C -8.97298 -22.76402 -4.62224 -0.161 0.411 0.976
O -9.51027 -21.73719 -3.79731 -0.800 1.004 -0.560
H -9.84392 -24.33158 -3.37983 -0.120 0.261 -0.019
H -9.75932 -24.74011 -5.07818 -0.097 -0.088 -0.146
H -10.91877 -23.48664 -4.58252 -0.121 -0.329 0.198
H -8.92980 -22.41524 -5.65402 -0.292 -0.119 -0.166
H -7.93117 -22.85720 -4.31559 0.125 -0.851 -0.024
H -8.88934 -21.45540 -3.12155 0.609 0.138 0.302
C -2.49815 -17.15388 -2.33001 -1.095 0.265 -0.434
C -3.92568 -17.77651 -2.05568 2.387 -0.273 0.661
O -3.62528 -18.94973 -1.29678 0.814 0.785 0.058
H -1.88975 -17.88119 -2.86758 -0.025 -0.097 0.122
H -1.95662 -16.82513 -1.44302 -0.310 -0.514 0.409
H -2.49610 -16.24859 -2.93707 -0.449 -0.036 -0.308
H -4.41240 -18.16117 -2.95191 -0.178 0.842 -0.490
H -4.56963 -17.14141 -1.44734 -0.139 0.370 -0.309
H -4.47259 -19.37435 -1.14392 -0.461 -0.822 0.400
C -2.46834 -21.87903 2.48573 -0.322 0.548 -0.873
C -3.13582 -21.26726 1.19930 1.020 0.375 0.946
O -4.25229 -21.97875 0.77482 -0.287 -1.567 0.761
H -2.11273 -22.89363 2.30620 -0.256 -0.107 -0.027
H -3.09738 -21.84562 3.37529 -0.408 -0.202 -0.223
H -1.58974 -21.30825 2.78637 0.087 0.237 -0.352
H -2.41180 -21.21287 0.38633 0.365 -0.116 0.019
H -3.44394 -20.23449 1.36223 0.202 0.269 0.417
H -4.59703 -21.58547 -0.03021 -0.331 0.556 -0.530
C -10.94861 -18.95795 -1.18890 0.120 -0.398 0.614
C -10.76032 -19.49766 0.27955 -0.034 0.195 -1.761
C -12.07980 -19.88062 0.97516 1.075 0.302 -0.372
O -11.69587 -20.24696 2.28209 0.062 0.197 0.567
C -12.77332 -20.67693 3.07896 -0.624 -0.257 -0.558
N -9.76560 -20.59343 0.30584 -0.166 0.786 1.009
H -11.44123 -17.98720 -1.24411 -0.218 -0.047 0.347
H -11.50179 -19.65684 -1.81631 -0.130 -0.163 0.110
H -9.99197 -18.80479 -1.68839 0.266 -0.157 0.292
H -10.31193 -18.69324 0.86260 -0.176 0.175 0.113
H -12.61982 -20.70381 0.50736 0.095 -0.210 -0.331
H -12.71525 -18.99617 0.92989 -0.309 0.150 0.400
H -12.47775 -20.86126 4.11181 0.204 0.259 -0.188
H -13.19594 -21.59433 2.66927 0.077 -0.425 0.002
H -13.60100 -19.97139 3.00659 -0.006 0.381 0.404
H -9.85653 -20.93750 1.25107 0.415 0.042 0.689
H -10.09498 -21.42219 -0.16826 -0.419 -0.430 -1.254
C -6.04552 -19.90724 3.07885 0.347 -0.494 0.012
C -6.47189 -18.65845 2.39601 0.951 2.036 -0.221
C -5.39787 -18.02956 1.50083 0.853 -0.400 0.623
O -4.32294 -17.55220 2.34165 -0.225 0.589 -1.125
C -3.25572 -17.00354 1.53210 0.125 -0.687 0.622
N -7.66367 -18.88195 1.60386 -0.707 -0.338 0.083
H -6.89081 -20.40200 3.55716 -0.001 0.139 0.367
H -5.25462 -19.67755 3.79287 -0.072 -0.217 0.035
H -5.68211 -20.61629 2.33502 0.282 -0.016 0.011
H -6.72071 -17.86132 3.09657 0.136 -0.063 0.571
H -5.79318 -17.21744 0.89068 -0.252 0.201 0.096
H -5.02227 -18.78564 0.81136 0.109 -0.090 -0.094
H -2.70693 -17.83649 1.09263 0.080 0.037 -0.231
H -2.57238 -16.43139 2.15963 -0.182 -0.185 0.335
H -3.54498 -16.32140 0.73266 -0.652 -0.074 -0.058
H -8.04382 -17.98163 1.34888 0.226 0.522 -0.918
H -8.33573 -19.12568 2.31732 -0.568 -0.847 -0.030
C -1.22178 -21.13866 -4.16088 0.839 0.076 -0.447
C -2.65567 -21.54514 -3.99589 -0.281 -0.871 1.624
C -2.95750 -22.33000 -2.68828 1.391 -0.162 0.563
O -2.01820 -23.39881 -2.44737 -0.349 0.350 0.151
C -2.15210 -23.97640 -1.15390 0.933 -1.596 -0.913
N -3.47843 -20.34782 -3.98717 1.004 -0.539 -0.482
H -0.89174 -20.43045 -3.40087 -0.081 -0.106 0.327
H -1.08630 -20.60853 -5.10359 -0.196 0.052 -0.142
H -0.52138 -21.97277 -4.20332 -0.136 -0.116 0.301
H -2.91783 -22.30466 -4.73244 -0.190 0.560 -0.767
H -3.96831 -22.73231 -2.75535 -0.268 -0.022 0.104
H -2.85333 -21.69858 -1.80591 -0.409 0.572 -0.077
H -3.11002 -24.48250 -1.03415 -0.420 0.620 0.371
H -1.77100 -23.44670 -0.28082 -0.698 0.987 -0.160
H -1.45753 -24.81644 -1.15376 0.182 -0.243 -0.310
H -4.47200 -20.49147 -3.87638 0.036 -0.488 0.196
H -3.19513 -19.77070 -3.20821 0.154 -0.106 0.309
C -9.07659 -23.65617 1.68319 0.248 0.543 1.212
C -7.74306 -22.97741 2.16422 -1.907 -0.927 -0.289
C -6.69375 -23.95039 2.77535 -0.016 0.068 -0.717
O -7.25736 -24.68605 3.81184 -0.703 -0.306 0.701
C -6.40013 -25.61691 4.43432 0.016 0.298 0.946
N -7.21512 -22.24560 1.01415 1.254 -1.657 1.020
H -9.41864 -24.22904 2.54513 -0.299 -0.440 -0.403
H -9.06444 -24.19483 0.73566 0.853 -0.620 0.393
H -9.85772 -22.93884 1.43151 0.185 0.389 0.534
H -7.99365 -22.25928 2.94498 -0.117 -0.077 0.224
H -5.83047 -23.35583 3.07429 0.162 0.390 0.587
H -6.23131 -24.65730 2.08649 -0.334 -0.026 -0.827
H -6.82780 -25.93772 5.38420 -0.456 0.310 0.010
H -5.47640 -25.11531 4.72283 0.421 -0.197 -0.306
H -6.23845 -26.56641 3.92401 0.193 0.269 -0.774
H -7.27840 -22.97784 0.32139 -0.511 0.171 -1.109
H -6.23674 -22.38346 1.22359 1.128 1.230 -0.408
C -2.66261 -17.30947 -6.03596 0.769 -0.096 -1.545
C -3.64608 -18.22376 -6.81122 1.714 0.177 -0.098
C -2.93477 -19.42420 -7.53528 0.560 1.072 0.223
O -2.25045 -18.98874 -8.72992 -0.535 -0.161 0.432
C -1.91486 -20.08253 -9.58107 -0.489 0.788 0.419
N -4.56661 -18.68563 -5.84372 -2.125 -0.149 -0.285
H -2.00698 -17.87742 -5.37591 -0.464 -0.331 0.359
H -3.12910 -16.48674 -5.49409 -0.229 -0.230 -0.068
H -1.93388 -16.89756 -6.73408 -0.071 0.369 -0.206
H -4.19410 -17.72540 -7.61085 0.132 0.560 0.017
H -3.65383 -20.22253 -7.71893 -0.402 0.093 -0.541
H -2.23424 -19.87186 -6.83032 0.414 -0.049 0.078
H -2.83041 -20.47211 -10.02615 -0.151 -0.587 0.257
H -1.36794 -20.79720 -8.96607 0.082 -0.451 -0.478
H -1.35247 -19.72427 -10.44331 0.403 0.157 0.377
H -4.12188 -19.20905 -5.10321 0.650 -0.028 -0.025
H -5.10985 -19.38101 -6.33509 -0.785 -0.237 0.312
C -8.59497 -19.12371 -8.28882 -0.136 1.056 -0.386
C -8.13838 -18.14589 -7.17347 0.188 -0.921 -1.429
C -9.07371 -16.98000 -7.06074 -0.037 0.569 0.279
O -8.58631 -16.17928 -5.99488 -1.076 1.542 0.366
C -9.41776 -14.99774 -5.79865 0.762 -0.170 -0.005
N -8.03822 -18.83345 -5.91636 0.101 -0.009 2.098
H -8.04841 -20.06464 -8.35214 0.035 0.085 0.435
H -8.46779 -18.63248 -9.25350 0.078 0.056 -0.176
H -9.66839 -19.29843 -8.21565 -0.057 -0.336 0.222
H -7.16668 -17.73692 -7.45031 0.213 -0.096 0.183
H -10.11471 -17.27427 -6.92723 -0.253 -0.399 0.602
H -9.13664 -16.40492 -7.98455 0.488 0.154 -0.311
H -9.62066 -14.52872 -6.76143 -0.510 -0.244 -0.118
H -8.94062 -14.19474 -5.23684 0.930 -0.447 0.076
H -10.29525 -15.17508 -5.17682 -0.409 -0.556 -0.518
H -7.58400 -19.73171 -5.99963 0.332 0.051 -0.518
H -8.96756 -19.08368 -5.61007 -0.422 0.053 0.209
C -12.17357 -23.90244 0.22124 -2.142 -0.532 -0.156
C -11.77569 -23.72300 -1.25684 1.059 0.781 0.815
C -12.87380 -23.08195 -2.15917 0.422 0.197 0.043
O -13.95089 -23.96316 -2.32763 -1.775 -0.333 -0.704
C -14.97537 -23.59563 -3.33243 1.591 -0.765 0.355
N -10.51564 -22.90895 -1.24104 -1.124 -0.305 -0.306
H -11.83934 -24.80668 0.72991 0.526 -0.009 -0.347
H -13.25313 -24.04431 0.17105 -0.374 -0.281 0.181
H -12.09902 -23.09316 0.94761 0.649 0.478 -0.546
H -11.52814 -24.71875 -1.62469 -0.385 -0.119 -0.379
H -12.49154 -22.81209 -3.14363 0.544 -0.123 -0.125
H -13.20711 -22.13180 -1.74178 -0.109 0.245 0.455
H -15.60708 -24.46224 -3.52742 -0.103 -0.038 0.799
H -14.51102 -23.48135 -4.31192 0.402 0.569 -0.006
H -15.57126 -22.71792 -3.08217 0.162 0.007 0.262
H -9.76187 -23.55234 -1.04614 0.252 -0.010 0.077
H -10.30609 -22.55322 -2.16281 -0.052 0.102 -0.384
```
Forces are in eV/Å.

- multiplicity = 5
- M (g mol⁻¹) = 1110.89
- frontier orbital gap (spin up / spin down) (eV) = 6.6 / 8.4
- ⟨S²⟩ = 6.008
- E_HOMO (spin up / spin down) (Eh) = -0.226 / -0.292

=====

DFT (wB97M-V/def2-TZVPD) results for 11 unconnected molecules or ions with the total composition C39H55Br20FN2O4S in a non-equilibrium geometry.

The geometry in XYZ format:
```
122
Properties=species:S:1:pos:R:3:forces:R:3
C 1.65740 -6.66184 1.33603 -0.389 1.577 3.868
C 1.34169 -6.15229 2.72705 0.520 -0.276 -3.877
C 0.74566 -4.62421 2.98675 -0.629 2.199 -0.137
C -0.73365 -4.31699 3.68451 2.011 2.627 -0.737
C -1.66035 -5.60421 4.12896 0.469 0.777 -0.194
C -1.16405 -2.72972 3.84843 2.206 -0.163 -1.274
C -2.60419 -2.29965 4.54389 -1.457 -2.985 4.101
O -3.10682 -2.91423 5.64955 3.186 4.066 -7.147
N -3.37989 -1.13828 3.95967 0.602 -1.794 -1.352
C -3.58641 -1.26104 2.46553 -2.223 -6.132 -2.568
O -4.03483 -2.41918 1.94413 3.301 8.695 3.019
F -3.28835 -0.10293 1.58984 -0.958 -3.548 3.184
C -0.19955 -1.47272 3.33974 1.291 -3.925 -1.124
C 1.25560 -1.77442 2.63980 -2.045 -2.918 0.781
C 1.71053 -3.37588 2.47918 -2.421 0.832 0.831
C 3.18750 -3.59786 1.73194 2.574 -2.546 1.407
O 4.05833 -4.55897 2.05124 -5.397 5.958 -2.161
C 3.53319 -2.46401 0.55228 -0.556 2.703 0.327
C 4.34386 -3.05586 -0.76753 -0.703 0.126 1.028
C 3.22820 -3.37286 -1.94051 0.228 -0.424 -0.502
C 2.13008 -4.52350 -1.54279 -0.687 -0.146 -0.599
C 3.12705 -1.00836 0.69643 0.657 -4.374 0.075
N 3.53251 -0.07012 -0.41874 -5.799 4.452 2.092
C 2.73701 1.06155 -0.45461 3.561 -0.150 1.398
S 2.25186 2.71911 -0.29462 1.411 -5.907 -0.807
C 2.27902 -0.58928 2.05201 -0.181 3.394 2.901
O 2.37932 0.57006 2.70751 -0.590 -6.857 -4.420
H 2.62968 -7.34629 1.23748 -2.836 1.063 0.196
H 1.02379 -6.36386 0.37623 1.970 -0.206 2.257
H 1.58485 -6.88183 3.61167 -0.039 2.082 -1.592
H -0.90389 -6.43918 4.49964 -1.713 1.757 -0.688
H -2.17338 -6.00263 3.14885 1.001 1.174 2.653
H -2.49830 -5.35871 4.90824 2.025 -0.155 -1.290
H -4.31121 -1.12601 4.46461 1.268 0.193 -0.840
H -0.58967 -0.37483 3.46777 0.794 -2.594 -0.867
H 4.91080 -4.02908 -0.39530 -1.374 1.978 -0.889
H 5.16320 -2.30455 -1.13461 -1.804 -1.291 0.731
H 3.84845 -3.74360 -2.88882 -1.415 0.805 1.998
H 2.61250 -2.41230 -2.27900 1.613 -1.876 0.990
H 1.20867 -4.40487 -2.28941 1.974 -0.313 1.602
H 2.51520 -5.62956 -1.66479 -0.501 2.287 0.257
H 1.68465 -4.43767 -0.46396 1.000 0.131 -1.989
Br 0.92612 -9.95918 0.68100 0.046 -0.085 0.062
C 1.79008 -10.57035 2.31948 0.017 -0.160 -0.264
C 0.76869 -10.94664 3.36787 0.096 0.018 0.288
Br 0.00688 -9.36068 4.21098 -0.098 -0.167 -0.075
H 2.46808 -9.77423 2.63919 -0.237 -0.165 0.011
H 2.37722 -11.44404 2.02237 -0.133 0.126 0.111
H 1.23989 -11.50265 4.18337 -0.032 0.097 -0.184
H -0.06667 -11.52980 2.97140 0.254 0.174 0.001
Br 7.23790 -3.06548 -3.74419 -0.072 0.064 0.123
C 7.85394 -1.62495 -2.58233 0.054 0.070 -0.279
C 9.05185 -2.05495 -1.76744 0.045 0.084 0.288
Br 8.51831 -3.19801 -0.27908 0.043 0.008 -0.133
H 6.99976 -1.31967 -1.97168 0.289 -0.087 -0.072
H 8.12130 -0.80845 -3.25923 -0.003 -0.143 0.156
H 9.53261 -1.18969 -1.30226 -0.136 -0.109 -0.128
H 9.79461 -2.61037 -2.34615 -0.270 0.141 0.060
Br 0.43761 3.77734 -3.32317 -0.097 0.125 0.005
C 0.75087 5.69420 -3.50231 -0.216 -0.014 -0.110
C 2.10163 5.97142 -4.12080 0.138 0.217 0.078
Br 3.53543 5.73033 -2.81981 -0.080 -0.073 -0.113
H 0.63021 6.13191 -2.50754 0.150 -0.075 -0.232
H -0.05182 6.05386 -4.15244 0.237 -0.027 0.046
H 2.17540 7.01685 -4.43359 -0.091 -0.163 0.069
H 2.33095 5.32493 -4.97200 -0.155 0.106 0.240
Br -6.16239 0.51371 5.43137 -0.113 0.076 0.137
C -5.84913 2.43056 5.25224 -0.157 -0.001 -0.226
C -4.49837 2.70778 4.63374 0.232 0.265 0.182
Br -3.06457 2.46670 5.93474 -0.299 0.022 -0.158
H -5.96979 2.86827 6.24701 0.147 -0.136 -0.255
H -6.65182 2.79022 4.60210 0.173 -0.063 0.081
H -4.42460 3.75322 4.32096 -0.089 -0.147 0.056
H -4.26905 2.06129 3.78254 -0.108 0.035 0.243
Br -2.72311 -8.73658 -1.59326 0.109 -0.054 0.121
C -2.92867 -9.16477 0.29855 -0.211 -0.127 -0.110
C -3.18173 -7.91917 1.11610 0.024 0.144 0.169
Br -1.53442 -6.91117 1.39319 -0.056 -0.901 -1.654
H -2.03020 -9.70899 0.60233 -0.186 0.243 -0.009
H -3.78930 -9.83815 0.34569 0.118 0.166 0.032
H -3.52658 -8.18054 2.12057 0.050 -0.042 -0.156
H -3.90052 -7.23587 0.65618 0.154 -0.258 0.024
Br -4.80175 5.33741 -6.79028 0.141 -0.030 0.026
C -3.57719 5.33547 -5.27205 -0.247 -0.069 0.034
C -2.94812 6.69554 -5.07602 0.180 -0.028 0.165
Br -1.53176 7.01161 -6.38006 -0.054 0.067 0.017
H -2.84764 4.54086 -5.45113 -0.102 0.279 0.057
H -4.19434 5.06836 -4.40944 0.147 0.119 -0.118
H -2.45498 6.75560 -4.10164 -0.104 -0.050 -0.094
H -3.65876 7.52089 -5.17027 0.113 -0.264 -0.042
Br -0.20270 0.39835 5.46766 0.426 0.547 1.133
C 0.41334 1.83889 6.62952 -0.063 0.078 -0.213
C 1.61125 1.40888 7.44441 0.049 0.099 0.249
Br 1.07770 0.26582 8.93277 0.061 -0.003 -0.124
H -0.44085 2.14416 7.24017 0.300 -0.085 -0.017
H 0.68069 2.65538 5.95262 -0.004 -0.146 0.115
H 2.09201 2.27415 7.90959 -0.130 -0.115 -0.129
H 2.35401 0.85346 6.86570 -0.272 0.134 0.050
Br -2.17479 5.70560 1.42216 0.078 -0.037 -0.066
C -2.25399 4.05247 0.38994 -0.195 0.154 -0.088
C -2.62806 2.87907 1.26581 0.205 -0.306 -0.115
Br -1.10881 2.28638 2.33682 -0.114 0.133 0.005
H -1.28423 3.93614 -0.10174 -0.215 -0.078 0.177
H -3.02228 4.22754 -0.36862 0.107 -0.083 0.145
H -2.89962 2.01318 0.65532 0.056 0.238 0.057
H -3.44277 3.09788 1.96112 0.210 0.080 -0.250
Br -1.60674 8.73139 -1.47895 -0.002 0.035 -0.001
C -1.56473 10.20032 -2.76154 -0.196 -0.177 -0.092
C -0.30525 10.16104 -3.59587 0.144 0.292 -0.086
Br 1.22766 10.82800 -2.58998 -0.061 -0.156 -0.064
H -1.67939 11.12601 -2.19087 0.136 -0.229 -0.171
H -2.44799 10.05434 -3.38993 0.192 0.045 0.048
H -0.39202 10.82974 -4.45699 -0.062 -0.136 0.157
H -0.04607 9.15799 -3.94487 -0.167 0.200 0.119
Br -1.50723 9.42240 -12.33347 0.076 -0.018 0.121
C -1.39119 8.17860 -10.83545 0.007 -0.110 -0.253
C -2.68156 8.14851 -10.04933 0.003 -0.092 0.287
Br -2.84304 9.71629 -8.89934 -0.080 -0.032 -0.136
H -0.52531 8.47763 -10.23834 -0.299 -0.047 -0.074
H -1.19413 7.20356 -11.29019 -0.095 0.149 0.125
H -2.69785 7.29368 -9.36727 0.053 0.119 -0.102
H -3.57422 8.12184 -10.67983 0.297 0.045 0.077
```
Forces are in eV/Å.

- M (g mol⁻¹) = 2265.02
- frontier orbital gap (eV) = 6.7
- E_HOMO (Eh) = -0.308